(i)
Density functional theory data (ωB97M-V/def2-TZVPD) for a gas-phase ion, C2H2NO3S (charge -1).

Structure (ORCA input):
```
! wB97M-V def2-TZVPD RIJCOSX def2/J DEFGRID3
* xyz -1 1
C -0.7362 -0.1232 -0.8032
C 0.8454 -0.8568 -0.2598
N -1.1400 0.6114 0.1447
O -1.1452 -0.6495 -1.7805
O -0.0718 2.5145 1.5874
O 0.6162 -1.7990 0.5696
S -0.7899 1.2297 1.5812
H 1.3019 -1.1420 -1.1935
H 1.1196 0.2148 0.1541
*
```

The HOMO-LUMO gap (spin up / spin down) is 7.2 / 7.0 eV. For the HOMO energy (spin up / spin down), the calculation gives -3.48 / -3.37 eV.


(ii)
Density functional theory data (ωB97M-V/def2-TZVPD) for 2 unconnected molecules or ions with the total composition C2H2NO3S.

Structure (ORCA input):
```
! wB97M-V def2-TZVPD RIJCOSX def2/J DEFGRID3
* xyz -1 1
C -1.9116 0.0727 -0.0218
C -2.7003 -1.2317 -0.1500
N 0.4209 0.0184 -0.5921
O -3.5070 -1.0184 -1.0676
O -2.5059 -2.1694 0.5916
O -1.4687 2.6220 -0.1447
S -2.5190 1.5684 -0.1351
H 0.6337 -0.4896 0.2679
H 0.4651 1.0103 -0.3507
*
```

The HOMO-LUMO gap (spin up / spin down) is 7.8 / 7.4 eV. For the HOMO energy (spin up / spin down), the calculation gives -4.79 / -4.68 eV.


Referenced to the most stable arrangement, the calculated values in kcal/mol are (i) 0.0; (ii) 30.3.


(i)
Density functional theory data (ωB97M-V/def2-TZVPD) for a molecular structure, ClH10O5Zn.

Structure (ORCA input):
```
! wB97M-V def2-TZVPD RIJCOSX def2/J DEFGRID3
* xyz 1 1
Zn -0.0521 -1.9958 -0.8816
Cl 0.4774 -0.1279 0.4341
O 3.5064 -1.7456 0.4075
H 3.8472 -1.9149 1.2934
H 3.0498 -0.9000 0.4758
O -1.6569 -2.3510 0.2069
H -1.6024 -2.0372 1.1295
H -2.4081 -2.9692 0.1857
O 1.8636 1.3219 -2.0372
H 1.4717 0.9847 -1.2214
H 1.1759 1.8671 -2.4364
O -0.3231 2.9029 0.8875
H -0.3149 1.9400 0.9259
H -0.0943 3.1904 1.7788
O -3.1827 0.6960 -0.0599
H -2.2283 0.5972 -0.1421
H -3.5292 0.5414 -0.9464
*
```

The HOMO-LUMO gap is 5.8 eV. For the HOMO energy, the calculation gives -14.06 eV.


(ii)
Density functional theory data (ωB97M-V/def2-TZVPD) for a molecular structure, ClH10O5Zn.

Structure (ORCA input):
```
! wB97M-V def2-TZVPD RIJCOSX def2/J DEFGRID3
* xyz 1 1
Zn -0.0579 0.2825 -0.2188
Cl -0.3800 2.0651 -1.5941
O 0.1893 -1.3923 1.1116
H 0.8756 -2.0685 1.1327
H -0.4793 -1.6508 1.7561
O -1.7844 0.7506 0.9782
H -1.7842 1.4695 1.6209
H -2.6836 0.4069 0.9463
O 1.1429 1.4427 1.0958
H 1.6731 1.0121 1.7773
H 1.5670 2.2850 0.8868
O 1.6876 -0.3346 -1.2497
H 2.5261 0.0288 -0.9432
H 1.8713 -0.7833 -2.0822
O -1.1882 -1.0254 -1.5044
H -1.9555 -0.5627 -1.8680
H -1.2198 -1.9256 -1.8451
*
```

The HOMO-LUMO gap is 8.9 eV. For the HOMO energy, the calculation gives -12.51 eV.


Referenced to the most stable arrangement, the calculated values in kcal/mol are (i) 108.7; (ii) 0.0.


(i)
Density functional theory data (ωB97M-V/def2-TZVPD) for 2 unconnected molecules or ions with the total composition H7N4OP.

Structure (ORCA input):
```
! wB97M-V def2-TZVPD RIJCOSX def2/J DEFGRID3
* xyz 0 1
N 2.5332 -0.4051 0.2476
N -1.8323 0.9059 0.5592
N -1.2675 -0.9272 -1.1736
N 1.6853 0.4843 -0.2061
O -0.3256 -1.2593 1.3539
P -0.5905 -0.2806 0.2942
H 2.8133 -0.4520 1.2841
H 2.1667 -1.2880 -0.2532
H -2.3834 0.7896 1.4417
H -1.8162 1.7415 0.0395
H -1.6649 -0.1639 -1.7515
H -0.6751 -1.6812 -1.4691
H 1.7453 1.4683 0.1836
*
```

The HOMO-LUMO gap (spin up / spin down) is 7.5 / 7.6 eV. For the HOMO energy (spin up / spin down), the calculation gives -7.13 / -7.30 eV.


(ii)
Density functional theory data (ωB97M-V/def2-TZVPD) for a single H7N4OP molecule.

Structure (ORCA input):
```
! wB97M-V def2-TZVPD RIJCOSX def2/J DEFGRID3
* xyz 0 1
N 1.0228 -1.9422 0.4103
N 0.2867 -1.6357 -0.7136
P -0.7192 -0.3320 -1.1060
O -1.8139 -0.0466 0.3917
N 0.3188 0.9382 -0.4488
N -0.0985 2.1033 0.0813
H 1.8409 -1.2997 0.4899
H 0.4594 -1.7467 1.3331
H -0.1476 -2.4500 -1.0654
H -1.1916 0.5211 0.8967
H 1.1198 1.0816 -1.0886
H -0.9669 2.5319 -0.2860
H -0.1107 2.2769 1.1054
*
```

Its SMILES is NNP(O)NN. The HOMO-LUMO gap is 10.0 eV. For the HOMO energy, the calculation gives -9.12 eV.


Referenced to the most stable arrangement, the calculated values in kcal/mol are (i) 0.0; (ii) 2.3.


(i)
Density functional theory data (ωB97M-V/def2-TZVPD) for a single CHNOS molecule.

Structure (ORCA input):
```
! wB97M-V def2-TZVPD RIJCOSX def2/J DEFGRID3
* xyz 0 1
C 0.4006 0.5298 -0.4718
N -0.3080 -0.4350 0.1886
O -1.4135 -1.3042 0.0053
S 1.4320 1.6811 -0.8345
H -0.1111 -0.4717 1.1124
*
```

The HOMO-LUMO gap is 6.8 eV. For the HOMO energy, the calculation gives -8.63 eV.


(ii)
Density functional theory data (ωB97M-V/def2-TZVPD) for a single CHNOS molecule.

Structure (ORCA input):
```
! wB97M-V def2-TZVPD RIJCOSX def2/J DEFGRID3
* xyz 0 1
S -1.9958 -0.7361 0.1006
C -0.7125 0.1280 -0.0847
N 0.9919 0.0331 -0.4985
O 0.2115 0.9607 0.2580
H 1.5049 -0.3857 0.2246
*
```

Its SMILES is S=C1NO1. The HOMO-LUMO gap is 8.9 eV. For the HOMO energy, the calculation gives -9.24 eV.


Referenced to the most stable arrangement, the calculated values in kcal/mol are (i) 10.7; (ii) 0.0.